(1)
Entry from the Open Molecules 2025 dataset: a structure of composition C40H49As2CrN5O14S2 (ωB97M-V/def2-TZVPD).

Summary:
Expectation value of S² = 6.0500
LUMO (spin up / spin down) = -0.034 / -0.258 eV
Net charge = 0
HOMO level (spin up / spin down) = -0.235 / -0.262 Ha
Energy = -9193.0948 hartree
Energy relative to the best compared isomer or geometry (same formula, charge and spin) = 0.00 kJ/mol
HOMO-LUMO gap (spin up / spin down) = 6.37 / 6.86 eV
2S+1 = 5
Max |F| = 0.50 eV/Å

Last column: Mulliken charge in e.
Element x y z (Å)
Cr  1.241  -0.456  0.213  -0.314
C  0.208  -1.581  4.532  -0.982
N  1.604  -1.201  4.335  0.309
C  2.525  -1.651  5.364  -1.082
C  2.028  -0.702  3.183  0.430
O  1.245  -0.397  2.268  0.845
C  3.521  -0.391  3.038  -1.716
O  3.853  0.053  1.754  -0.260
C  4.131  1.394  1.518  -1.471
C  3.077  2.008  0.597  0.544
O  2.023  1.410  0.362  0.202
N  3.307  3.203  0.048  0.364
C  4.526  3.961  0.255  -1.169
C  2.435  3.680  -1.026  -0.965
H  -0.170  -1.072  5.419  0.366
H  0.149  -2.660  4.667  0.401
H  -0.384  -1.311  3.665  0.103
H  1.998  -1.651  6.316  0.382
H  3.382  -0.988  5.461  0.370
H  2.869  -2.667  5.156  0.295
H  4.102  -1.295  3.235  0.524
H  3.790  0.351  3.801  0.489
H  5.097  1.447  1.006  0.552
H  4.211  1.985  2.440  0.471
H  5.029  3.670  1.173  0.441
H  4.271  5.017  0.333  0.380
H  5.213  3.831  -0.586  0.319
H  1.493  3.139  -0.999  -0.005
H  2.930  3.526  -1.987  0.452
H  2.245  4.743  -0.880  0.358
C  1.258  -0.246  -1.755  0.325
C  1.263  -0.151  -2.966  0.303
C  1.153  -0.049  -4.392  0.096
C  -0.042  0.405  -4.960  0.012
C  -0.165  0.491  -6.337  -1.039
C  0.891  0.128  -7.163  -0.466
C  2.077  -0.327  -6.604  -0.629
C  2.209  -0.416  -5.227  -0.348
H  -0.863  0.682  -4.310  0.572
H  -1.095  0.842  -6.768  0.446
H  0.789  0.197  -8.239  0.387
H  2.903  -0.615  -7.242  0.390
H  3.131  -0.771  -4.785  0.483
C  -4.385  -1.577  -0.022  -0.458
O  -3.731  -1.725  1.242  -0.367
C  -2.955  -0.766  1.749  -0.222
O  -2.310  -0.986  2.744  -0.629
C  -2.798  0.539  1.025  -0.734
C  -3.781  1.417  0.814  1.983
As  -3.796  3.175  -0.166  0.259
C  -4.570  4.204  1.319  -1.257
C  -1.897  3.479  -0.035  0.235
C  -1.211  2.343  -0.563  0.386
As  -0.889  0.990  0.753  2.332
C  -0.692  1.894  2.463  -1.568
C  -1.670  1.659  -1.750  -1.211
O  -1.839  0.444  -1.816  -0.286
O  -1.901  2.360  -2.893  -0.405
C  -1.434  3.695  -3.041  -0.626
C  -1.294  4.454  0.830  0.124
O  -1.861  5.343  1.445  -0.653
O  0.073  4.331  0.892  0.285
C  0.697  5.241  1.785  -0.973
C  -5.146  1.080  1.320  -0.398
O  -5.376  0.565  2.384  -0.583
O  -6.093  1.441  0.435  -0.280
C  -7.454  1.262  0.844  -0.883
H  -5.397  -1.202  0.131  0.213
H  -4.428  -2.577  -0.445  0.332
H  -3.835  -0.918  -0.693  0.199
H  -5.641  4.010  1.340  0.334
H  -4.383  5.257  1.127  0.430
H  -4.120  3.944  2.275  0.379
H  -1.412  2.710  2.504  0.688
H  0.323  2.261  2.597  0.089
H  -0.941  1.152  3.218  0.506
H  -1.331  3.854  -4.113  0.343
H  -0.473  3.832  -2.546  0.122
H  -2.152  4.407  -2.630  0.254
H  1.762  5.011  1.747  0.201
H  0.322  5.113  2.803  0.356
H  0.522  6.274  1.483  0.305
H  -8.024  2.052  0.360  0.258
H  -7.541  1.324  1.926  0.388
H  -7.807  0.289  0.503  0.302
S  -1.136  -4.033  1.052  -0.332
C  -0.452  -3.164  -0.441  -0.962
N  -0.112  -4.156  -1.452  0.021
C  -0.336  -3.455  -2.723  -0.415
C  -1.532  -2.538  -2.453  -0.008
N  -1.531  -2.383  -0.983  0.503
H  -0.760  -4.930  -1.365  0.398
H  -0.507  -4.180  -3.517  0.588
H  0.548  -2.866  -2.972  -0.044
H  -2.474  -2.982  -2.785  0.397
H  -1.421  -1.561  -2.922  -0.222
H  -1.467  -1.397  -0.746  -1.252
O  2.781  -1.857  0.141  -0.666
C  1.920  -2.783  -0.007  0.398
N  0.686  -2.360  -0.095  1.294
S  0.595  -4.656  2.002  1.256
O  0.187  -5.799  2.771  -0.811
O  1.244  -3.547  2.657  -0.354
C  1.730  -5.168  0.745  0.370
C  2.057  -6.507  0.640  -0.690
C  3.022  -6.893  -0.282  -0.669
C  3.655  -5.942  -1.069  -0.785
C  3.319  -4.599  -0.955  -0.762
C  2.339  -4.209  -0.058  -0.138
H  1.568  -7.225  1.283  0.563
H  3.283  -7.938  -0.376  0.410
H  4.411  -6.245  -1.779  0.426
H  3.796  -3.851  -1.572  0.547

(2)
Entry from the Open Molecules 2025 dataset: a structure of composition C40H49Cl2MoP in a non-equilibrium geometry (ωB97M-V/def2-TZVPD).

Summary:
Expectation value of S² = 2.1059
LUMO (spin up / spin down) = 3.460 / 3.460 eV
Net charge = -2
HOMO level (spin up / spin down) = 0.028 / -0.005 Ha
Energy = -2883.5319 hartree
HOMO-LUMO gap (spin up / spin down) = 2.70 / 3.59 eV
2S+1 = 3
Max |F| = 4.63 eV/Å

Last column: Mulliken charge in e.
Element x y z (Å)
P  0.246  -0.825  -3.188  -0.185
C  1.614  -0.315  -4.416  0.080
C  1.542  -0.798  -5.868  -0.218
C  2.844  -0.460  -6.610  -1.004
C  3.225  1.023  -6.508  -0.612
C  3.179  1.556  -5.071  -0.996
C  1.864  1.198  -4.362  -0.767
C  -1.299  0.083  -3.783  0.603
C  -1.553  0.145  -5.285  -0.542
C  -2.939  0.751  -5.561  -0.989
C  -3.121  2.119  -4.893  -0.794
C  -2.725  2.130  -3.410  -0.780
C  -1.355  1.486  -3.160  -0.723
C  -0.124  -2.554  -3.806  0.412
C  1.111  -3.445  -3.591  -0.828
C  0.852  -4.899  -4.007  -0.830
C  -0.402  -5.489  -3.351  -0.748
C  -1.630  -4.585  -3.512  -0.825
C  -1.360  -3.131  -3.099  -0.800
H  2.483  -0.815  -3.946  0.569
H  0.701  -0.318  -6.384  0.057
H  1.364  -1.882  -5.925  0.126
H  2.745  -0.749  -7.664  0.386
H  3.654  -1.069  -6.186  0.367
H  4.228  1.170  -6.922  0.367
H  2.538  1.612  -7.129  0.310
H  4.011  1.127  -4.497  0.383
H  3.309  2.644  -5.068  0.397
H  1.896  1.547  -3.320  0.460
H  1.035  1.728  -4.856  0.158
H  -2.113  -0.514  -3.333  0.384
H  -3.705  0.056  -5.189  0.368
H  -1.486  -0.850  -5.749  0.185
H  -0.792  0.780  -5.762  0.156
H  -3.085  0.839  -6.644  0.400
H  -4.164  2.439  -4.993  0.394
H  -2.511  2.858  -5.429  0.297
H  -2.721  3.158  -3.027  0.394
H  -3.479  1.576  -2.833  0.367
H  -1.157  1.434  -2.079  0.289
H  -0.565  2.119  -3.594  0.083
H  -0.343  -2.479  -4.888  0.225
H  1.979  -3.062  -4.148  0.261
H  1.383  -3.413  -2.525  0.415
H  0.740  -4.943  -5.099  0.319
H  1.728  -5.505  -3.750  0.377
H  -0.208  -5.639  -2.281  0.348
H  -0.612  -6.476  -3.778  0.355
H  -2.463  -4.976  -2.918  0.399
H  -1.949  -4.599  -4.563  0.334
H  -2.252  -2.527  -3.319  0.243
H  -1.203  -3.080  -2.011  0.372
Mo  -0.137  -0.035  2.907  -0.740
Cl  -2.366  -0.335  2.912  -0.602
Cl  1.250  -1.397  1.812  -0.619
C  0.416  1.806  2.846  -0.801
H  1.162  2.213  3.540  0.233
C  -0.859  4.720  -0.037  -0.651
C  0.208  5.002  0.832  -0.299
C  0.625  4.067  1.769  -0.719
C  -0.025  2.798  1.869  1.579
C  -1.121  2.539  0.998  -0.325
C  -1.519  3.485  0.054  -0.353
H  -1.180  5.459  -0.774  0.325
H  0.711  5.968  0.773  0.332
H  1.453  4.285  2.446  0.308
H  -1.675  1.602  1.099  0.129
H  -2.362  3.270  -0.605  0.390
C  0.324  -0.079  4.711  0.081
C  0.566  -0.154  5.979  0.395
C  0.441  -0.164  7.323  -0.288
C  1.624  -0.176  8.192  0.379
C  1.536  -0.607  9.537  -0.393
C  2.659  -0.599  10.365  -0.603
C  3.893  -0.170  9.866  -0.434
C  4.005  0.223  8.523  -0.443
C  2.891  0.189  7.684  -0.648
C  -0.935  -0.090  7.848  0.527
C  -1.221  0.569  9.066  -0.306
C  -2.537  0.710  9.514  -0.606
C  -3.592  0.182  8.763  -0.367
C  -3.327  -0.464  7.546  -0.544
C  -2.019  -0.573  7.081  -0.533
H  0.582  -0.965  9.923  0.522
H  2.560  -0.932  11.397  0.337
H  4.770  -0.153  10.515  0.311
H  4.967  0.547  8.127  0.328
H  2.968  0.453  6.628  0.340
H  -0.403  1.002  9.642  0.522
H  -2.727  1.236  10.449  0.342
H  -4.620  0.280  9.112  0.319
H  -4.141  -0.876  6.950  0.355
H  -1.805  -1.023  6.108  0.223